Computed, not measured: a molecular structure, C4H10F6Li2N4O17S6 at a distorted geometry, with wB97M-V/def2-TZVPD.

As for the spin multiplicity: 1. For the largest force on an atom, the calculation gives 4.7 eV/A. Its charge is -2. The calculation puts the highest occupied orbital energy at -4.118 eV. The calculation puts the energy relative to the best compared isomer or geometry (same formula, charge and spin) at 0.0 kJ/mol. The calculation puts the LUMO energy at 3.9894 eV.

Last column: Mulliken charge in e.
Geometry (Å):
1 Li -0.3434 -0.4442 -0.4510  1.12
2 Li -1.3226 -1.1201 -2.9003  0.78
3 N -2.0561 -0.2378 -1.3755  -0.19
4 S -3.2700 -0.8863 -0.3623  0.93
5 O -4.5707 -1.0180 -0.8957  -0.61
6 O -3.1615 -0.3889 0.9543  -0.51
7 F -2.6750 -2.3138 -0.3090  -0.18
8 S -2.8626 1.1454 -1.6869  0.93
9 O -3.0043 2.0559 -0.6043  -0.59
10 O -3.8776 1.0212 -2.6791  -0.59
11 F -1.6753 1.8226 -2.5101  -0.25
12 N 0.7975 -3.7961 2.9561  -0.48
13 S 0.1542 -3.7096 1.4410  0.85
14 O -0.1758 -2.4257 0.9452  -0.05
15 O -0.7034 -4.8060 1.1421  -0.58
16 F 1.5124 -4.1039 0.7311  -0.31
17 S -0.3587 -3.1623 3.8423  1.00
18 O -1.5160 -4.0055 3.9401  -0.64
19 O -0.5806 -1.7515 3.7874  -0.50
20 F 0.3258 -3.3521 5.2926  -0.33
21 N 2.7342 0.2479 -3.3255  -0.43
22 S 1.5890 0.4864 -4.4678  1.04
23 O 1.7834 1.6622 -5.2388  -0.62
24 O 0.2802 0.0584 -4.1072  -0.59
25 F 2.0992 -0.6101 -5.4992  -0.29
26 S 2.2029 1.2396 -2.1728  0.91
27 O 1.0678 0.7655 -1.4615  -0.07
28 O 2.3339 2.6240 -2.4798  -0.60
29 F 3.4045 1.0629 -1.1382  -0.33
30 N 1.0098 -2.9989 -2.3681  0.70
31 O 0.4114 -1.9576 -1.8949  -0.52
32 O 2.2256 -3.0282 -2.3896  -0.58
33 O 0.2951 -3.9458 -2.7521  -0.69
34 C 1.5206 0.1470 1.5651  -0.97
35 O 0.2413 0.6152 1.1826  0.47
36 C -0.3998 1.4818 2.0848  -0.20
37 C 0.4435 2.6778 2.4284  -0.92
38 O 0.9450 3.3656 1.3008  -0.27
39 C 0.2480 4.5223 0.9825  -0.84
40 H 2.2707 0.9431 1.5744  0.37
41 H 1.8294 -0.6309 0.8698  0.21
42 H 1.5294 -0.3199 2.5601  0.24
43 H -0.6623 0.9419 3.0065  0.18
44 H -1.3524 1.7304 1.6156  0.23
45 H 1.3143 2.4287 3.0468  0.35
46 H -0.0603 3.3864 3.1065  0.49
47 H -0.8484 4.4018 0.9180  0.32
48 H 0.5764 4.8943 0.0165  0.27
49 H 0.3311 5.2849 1.7790  0.33